1.
# C30H31MoN6O7S3

A molecular structure, C30H31MoN6O7S3 (ωB97M-V/def2-TZVPD, the Open Molecules 2025 dataset).

Each line ends with the Löwdin charge.
CARTESIAN COORDINATES (ANGSTROEM)
Mo 1.048 -1.611 -1.132  1.5530
C -0.285 0.290 2.778  0.0013
C 0.368 0.087 1.444  -0.1997
N 0.387 -1.100 0.886  -0.1052
N -0.143 -2.111 1.709  -0.0559
C -0.512 -3.174 1.101  -1.0803
S -0.432 -3.434 -0.620  0.6183
S -1.259 -4.494 1.988  0.9208
C -0.628 -4.326 3.689  -0.4080
C -1.131 -3.191 4.538  -0.3066
C -0.230 -2.384 5.220  -0.0709
C -0.678 -1.386 6.075  -0.0892
C -2.039 -1.174 6.239  -0.0845
C -2.947 -1.972 5.553  -0.0707
C -2.495 -2.980 4.716  -0.0485
C 0.965 1.273 0.820  -0.1044
C 0.811 2.536 1.419  -0.0195
C 1.464 3.649 0.938  -0.0697
C 2.318 3.530 -0.155  -0.0592
C 2.482 2.314 -0.781  -0.0137
C 1.786 1.204 -0.315  -0.3107
O 1.920 0.048 -0.965  -0.2490
H -0.613 -0.641 3.218  0.0489
H -1.152 0.942 2.643  0.1104
H 0.402 0.793 3.457  0.1024
H 0.460 -4.345 3.658  0.0788
H -0.955 -5.279 4.114  0.0851
H 0.834 -2.548 5.093  0.1123
H 0.035 -0.776 6.613  0.1058
H -2.393 -0.397 6.903  0.1047
H -4.010 -1.817 5.682  0.1075
H -3.207 -3.605 4.189  0.1107
H 0.172 2.647 2.281  0.1088
H 1.325 4.605 1.422  0.1102
H 2.851 4.397 -0.524  0.1148
H 3.124 2.199 -1.643  0.1244
O 3.395 -3.150 -3.928  0.1585
C 2.820 -2.977 -2.896  -0.5152
O 1.566 -2.513 -2.789  -0.2452
C 3.456 -3.233 -1.550  -0.1689
C 4.627 -3.942 -1.404  0.0384
C 5.111 -4.147 -0.120  -0.0090
C 4.413 -3.625 0.959  -0.0175
C 3.254 -2.908 0.730  -0.0792
N 2.786 -2.720 -0.507  -0.0399
H 5.126 -4.318 -2.286  0.1359
H 6.021 -4.709 0.038  0.1238
H 4.760 -3.769 1.973  0.1192
H 2.676 -2.474 1.536  0.1138
C -1.708 5.917 -1.363  -0.1047
C -1.126 5.196 -2.570  -0.2792
S -1.540 3.456 -2.519  0.6804
O -2.863 3.293 -1.970  -0.2755
O -0.438 2.732 -1.926  -0.2926
C -1.618 2.943 -4.232  -0.1971
C -2.345 1.611 -4.339  -0.1144
N -1.946 0.673 -3.288  0.0522
C -0.713 0.155 -3.124  -0.3011
N -0.641 -0.514 -1.977  -0.0229
C -1.863 -0.408 -1.365  -0.0238
C -2.667 0.325 -2.163  -0.1400
N -4.053 0.624 -1.918  -0.3339
O -4.737 0.978 -2.856  0.0967
O -4.432 0.456 -0.782  0.1249
C 0.418 0.343 -4.065  0.0336
H -1.417 6.966 -1.403  0.0862
H -1.332 5.492 -0.433  0.0788
H -2.793 5.851 -1.355  0.0803
H -0.037 5.231 -2.586  0.1035
H -1.508 5.597 -3.509  0.1031
H -0.591 2.905 -4.595  0.1037
H -2.168 3.694 -4.798  0.1164
H -2.151 1.157 -5.310  0.1409
H -3.415 1.755 -4.243  0.1135
H -2.103 -0.877 -0.427  0.1192
H 0.077 0.679 -5.041  0.0877
H 0.951 -0.598 -4.196  0.0807
H 1.108 1.085 -3.656  0.0959

The value obtained for the LUMO energy (spin up / spin down) is -3.9 / -3.9 eV. The energy above the lowest of the compared OMol25 structures with the same formula, charge and spin comes out at 0.0 kJ/mol. As for the spin multiplicity: 3. Its total charge is +1. The HOMO energy (spin up / spin down) is -10.62 / -11.03 eV. For the HOMO-LUMO gap (spin up / spin down), the calculation gives 0.2479 / 0.2635 Eh.

2.
# C30H31N3O3S

A single C30H31N3O3S molecule (ωB97M-V/def2-TZVPD, the Open Molecules 2025 dataset).

Each line ends with the Löwdin charge.
CARTESIAN COORDINATES (ANGSTROEM)
C 0.103 -3.128 0.083  -0.0376
C 0.321 -3.189 -1.395  -0.2132
C 1.340 -3.980 -1.917  -0.0606
C 1.611 -4.015 -3.271  -0.0914
C 0.865 -3.238 -4.141  -0.0888
C -0.159 -2.454 -3.649  -0.0135
C -0.452 -2.441 -2.288  -0.1766
N -1.491 -1.597 -1.848  0.1586
C -2.493 -1.934 -1.006  -0.4073
O -2.697 -3.052 -0.584  0.0849
C -3.386 -0.729 -0.605  -0.3423
N -2.536 0.395 -0.221  0.1636
C -1.817 1.208 -1.015  -0.4310
O -1.834 1.188 -2.238  0.0564
C -0.902 2.123 -0.268  -0.1118
C -0.108 1.591 0.739  0.0508
C 0.838 2.383 1.370  -0.1816
C 0.982 3.716 1.005  0.0068
C 0.191 4.240 -0.002  -0.0551
C -0.738 3.447 -0.652  -0.0087
H -1.340 3.842 -1.455  0.1205
H 0.308 5.275 -0.287  0.1076
H 1.707 4.340 1.505  0.1179
N 1.666 1.813 2.370  -0.0206
C 1.165 0.995 3.328  -0.5158
O -0.010 0.767 3.500  0.0827
C 2.261 0.403 4.194  -0.3593
H 2.070 0.624 5.244  0.0866
S 3.828 1.150 3.694  0.9419
C 3.090 1.844 2.151  -0.4841
C 3.484 1.060 0.928  -0.2386
C 4.466 1.549 0.077  -0.0358
C 4.818 0.844 -1.060  -0.0756
C 4.186 -0.350 -1.361  -0.0745
C 3.211 -0.848 -0.513  -0.0524
C 2.868 -0.150 0.631  -0.0263
H 2.114 -0.550 1.293  0.1102
H 2.715 -1.777 -0.747  0.0893
H 4.450 -0.895 -2.254  0.1044
H 5.583 1.233 -1.715  0.1036
H 4.955 2.485 0.308  0.1130
H 3.456 2.872 2.076  0.1074
H 2.292 -0.681 4.065  0.0875
H -0.202 0.553 1.018  0.1151
H -2.420 0.510 0.776  0.1465
C -4.220 -1.129 0.616  -0.1205
C -5.231 -0.053 0.997  -0.1876
C -6.150 0.256 -0.180  -0.1992
C -5.324 0.697 -1.383  -0.1811
C -4.320 -0.383 -1.776  -0.1112
H -3.737 -0.043 -2.632  0.1078
H -4.849 -1.295 -2.059  0.1363
H -5.977 0.904 -2.232  0.1135
H -4.788 1.619 -1.143  0.1137
H -6.858 1.040 0.095  0.1090
H -6.720 -0.638 -0.440  0.1159
H -5.817 -0.397 1.851  0.1127
H -4.712 0.861 1.298  0.1100
H -4.738 -2.058 0.376  0.1286
H -3.552 -1.341 1.455  0.1288
H -1.564 -0.707 -2.334  0.1112
H -0.750 -1.843 -4.316  0.1160
H 1.078 -3.244 -5.200  0.1008
H 2.410 -4.638 -3.646  0.0997
H 1.938 -4.571 -1.238  0.1115
H -0.045 -2.096 0.405  0.0731
H 0.951 -3.551 0.616  0.0805
H -0.796 -3.683 0.353  0.0774

The value obtained for the LUMO energy is 0.6 eV. The energy above the lowest of the compared OMol25 structures with the same formula, charge and spin comes out at 0.0 kJ/mol. As for the SMILES: Cc1ccccc1NC(=O)C1(NC(=O)c2cccc(N3C(=O)CS[C@H]3c3ccccc3)c2)CCCCC1. The HOMO energy is -8.61 eV. For the HOMO-LUMO gap, the calculation gives 0.3371 Eh.

3.
# C30H31N9OPtS

A molecular structure, C30H31N9OPtS (ωB97M-V/def2-TZVPD, the Open Molecules 2025 dataset).

Each line ends with the Löwdin charge.
CARTESIAN COORDINATES (ANGSTROEM)
Pt 0.390 1.018 0.062  1.6032
C 0.362 3.480 1.717  -0.0236
N 0.696 3.057 0.307  -0.1206
C 2.086 3.439 -0.144  -0.0221
C 2.951 2.224 -0.063  -0.2766
N 2.394 1.020 0.012  -0.0188
C 3.421 0.065 -0.018  -0.1761
C 3.413 -1.327 0.033  -0.0027
C 4.641 -1.952 -0.009  -0.0204
C 5.844 -1.227 -0.095  -0.0110
C 5.860 0.150 -0.144  0.0388
C 4.619 0.777 -0.108  -0.1445
N 4.274 2.131 -0.132  0.2290
C 0.457 2.280 2.599  -0.2796
N 0.501 1.060 2.076  -0.0139
C 0.598 0.148 3.139  -0.1780
C 0.770 -1.232 3.187  -0.0186
C 0.842 -1.812 4.436  -0.0177
C 0.761 -1.050 5.615  -0.0083
C 0.629 0.321 5.579  0.0412
C 0.558 0.898 4.315  -0.1440
N 0.472 2.237 3.926  0.2292
H 1.043 4.268 2.040  0.1509
H -0.646 3.900 1.728  0.1545
H 0.032 3.517 -0.313  0.1424
H 2.027 3.799 -1.174  0.1541
H 2.465 4.259 0.465  0.1503
H 2.490 -1.883 0.093  0.0865
H 4.690 -3.032 0.023  0.1287
H 6.781 -1.766 -0.121  0.1353
H 6.786 0.705 -0.204  0.1394
H 4.926 2.903 -0.199  0.2042
H 0.888 -1.827 2.292  0.0669
H 0.979 -2.882 4.517  0.1301
H 0.827 -1.551 6.572  0.1361
H 0.596 0.914 6.483  0.1402
H 0.452 3.033 4.551  0.2044
N -1.126 1.334 -3.701  0.1864
C 0.160 1.188 -4.162  0.0215
C 0.962 1.066 -3.067  -0.0302
N 0.159 1.151 -1.956  -0.0643
C -1.102 1.307 -2.366  -0.2239
C -2.104 1.345 -1.314  -0.2260
N -1.646 1.179 -0.070  -0.0758
C -2.721 1.227 0.788  -0.0542
C -3.840 1.418 0.036  0.0097
N -3.431 1.487 -1.275  0.1937
H -1.936 1.453 -4.297  0.1987
H 0.395 1.175 -5.214  0.1566
H 2.025 0.904 -3.012  0.1371
H -2.625 1.100 1.853  0.1376
H -4.876 1.507 0.319  0.1573
H -4.051 1.640 -2.060  0.1996
C -5.317 -2.691 -3.768  -0.0111
C -4.227 -2.412 -2.782  -0.2245
C -2.882 -2.385 -3.187  -0.0020
C -1.863 -2.180 -2.279  -0.0660
C -2.193 -1.982 -0.936  -0.4470
C -3.518 -1.981 -0.504  -0.0778
C -4.523 -2.202 -1.433  -0.0022
S -0.970 -1.859 0.307  1.0538
C -0.155 -3.443 0.208  -0.1665
O 0.181 -0.946 -0.319  -0.6384
H -5.011 -2.467 -4.787  0.0934
H -6.222 -2.134 -3.529  0.0974
H -5.582 -3.751 -3.732  0.1165
H -2.642 -2.578 -4.226  0.1334
H -0.828 -2.200 -2.601  0.1214
H -3.763 -1.842 0.543  0.1222
H -5.554 -2.236 -1.102  0.1381
H 0.286 -3.556 -0.782  0.0857
H -0.934 -4.190 0.370  0.0985
H 0.594 -3.509 0.994  0.0620

The value obtained for the LUMO energy is -12.2 eV. The energy above the lowest of the compared OMol25 structures with the same formula, charge and spin comes out at 0.0 kJ/mol. Its total charge is +4. The HOMO energy is -19.17 eV. For the HOMO-LUMO gap, the calculation gives 0.2558 Eh.